Record 1
Molecular formula: C21H57BN7O11Pd
Method: DFT, wB97M-V/def2-TZVPD

```
98
C21H57BN7O11Pd (wB97M-V/def2-TZVPD)
Pd 2.296 -0.906 2.331
B 0.786 -1.645 0.763
H 1.862 -1.924 0.529
H 0.449 -2.072 1.785
H 0.662 -0.492 0.804
H 0.028 -1.990 -0.037
C 3.794 -2.456 4.064
O 3.480 -2.787 2.850
O 3.387 -1.272 4.296
O 4.287 -3.254 4.894
C -2.822 2.425 2.672
O -2.136 2.251 1.464
C -1.755 3.450 0.855
C -1.098 3.204 -0.500
N -0.002 2.243 -0.384
C 0.850 2.298 -1.570
C 1.792 3.530 -1.561
O 2.905 3.202 -2.391
C 4.116 3.698 -1.832
H -3.695 3.069 2.518
H -2.142 2.825 3.436
H -3.149 1.469 3.081
H -1.029 4.035 1.440
H -2.630 4.114 0.801
H -0.633 4.165 -0.733
H -1.769 2.869 -1.297
H -0.442 1.328 -0.341
H 0.278 2.385 -2.507
H 1.432 1.394 -1.740
H 2.014 3.686 -0.500
H 1.376 4.434 -2.017
H 4.348 3.454 -0.794
H 4.157 4.788 -1.937
H 4.890 3.278 -2.477
C -3.212 -3.745 -3.669
O -2.983 -2.349 -3.732
C -2.688 -1.821 -2.449
C -2.721 -0.289 -2.494
N -1.859 0.036 -3.653
C -2.088 1.328 -4.236
C -3.424 1.555 -5.003
O -4.398 2.141 -4.186
C -5.707 2.097 -4.708
H -2.305 -4.315 -3.470
H -3.577 -4.013 -4.665
H -4.053 -4.070 -3.051
H -1.692 -2.228 -2.219
H -3.358 -2.250 -1.696
H -2.406 0.147 -1.550
H -3.738 0.016 -2.763
H -1.807 -0.739 -4.292
H -1.240 1.473 -4.913
H -2.002 2.133 -3.500
H -3.661 0.607 -5.498
H -3.162 2.280 -5.789
H -5.787 2.675 -5.630
H -6.345 2.595 -3.971
H -6.198 1.120 -4.729
C 4.705 -0.782 0.196
O 4.005 -0.109 1.211
C 3.979 1.302 1.029
C 3.087 2.110 1.990
N 1.835 1.294 2.145
C 0.936 1.656 3.242
C -0.039 0.543 3.493
O 0.798 -0.523 3.925
C 0.086 -1.577 4.578
H 4.742 -1.852 0.405
H 5.748 -0.518 0.006
H 4.117 -0.757 -0.729
H 3.656 1.500 -0.001
H 5.035 1.583 1.129
H 2.819 3.118 1.660
H 3.506 2.310 2.978
H 1.353 1.456 1.260
H 0.297 2.544 3.112
H 1.498 1.844 4.159
H -0.672 0.396 2.616
H -0.626 0.840 4.371
H 0.738 -2.446 4.625
H -0.907 -1.753 4.166
H -0.060 -1.359 5.644
C -3.021 -2.044 1.020
O -4.231 -2.268 0.965
N -2.133 -2.988 1.539
N -2.440 -0.853 0.826
H -2.538 -3.825 1.908
H -1.172 -2.831 1.265
H -1.433 -0.770 0.808
H -3.111 -0.114 0.699
C 2.905 -5.874 0.798
O 2.278 -6.675 0.083
N 3.286 -6.224 2.051
N 3.138 -4.573 0.495
H 3.591 -5.550 2.739
H 3.071 -7.156 2.352
H 2.428 -4.275 -0.161
H 3.272 -3.977 1.302
```

* frontier orbital gap (alpha / beta): 0.2412 / 0.2480 Ha
* net charge: -1
* <S²>: 2.0080
* HOMO (alpha / beta): -4.51 / -4.70 eV
* molecular weight: 700.96 g mol⁻¹
* 2S+1: 3
* max |F|: 0.0607 Eh/bohr

Results of the Löwdin charge analysis, in e, for atoms 1 through 4:
1 Pd 0.99
2 B -0.47
3 H -0.04
4 H -0.02

---

Record 2
Molecular formula: C6H15Cl2NP2
Method: DFT, wB97M-V/def2-TZVPD

```
26
C6H15Cl2NP2 (wB97M-V/def2-TZVPD)
C -2.743 -2.429 0.184
C -1.874 -0.384 1.449
C 3.756 0.730 0.765
C 2.282 0.040 -1.211
C -1.542 -1.432 0.383
C 2.899 -0.279 0.148
N 1.866 2.557 -0.209
P 1.012 1.358 -0.882
P -1.081 -0.694 -1.166
Cl 1.580 -0.549 1.196
Cl 3.700 -1.831 -0.217
H -2.643 -3.296 -0.592
H -2.961 -2.760 1.207
H -3.658 -1.768 -0.137
H -2.750 0.200 1.119
H -0.980 0.424 1.486
H -2.097 -0.948 2.510
H 4.091 0.282 1.672
H 3.158 1.643 0.784
H 4.618 1.010 0.210
H 1.749 -0.856 -1.605
H 2.834 0.441 -2.029
H -0.780 -2.086 0.765
H 1.428 3.504 -0.195
H 0.721 1.787 -2.285
H -2.387 0.105 -1.221
```

* frontier orbital gap (alpha / beta): 0.2880 / 0.2692 Ha
* net charge: 0
* <S²>: 2.0098
* HOMO (alpha / beta): -7.01 / -9.27 eV
* molecular weight: 234.05 g mol⁻¹
* 2S+1: 3
* max |F|: 0.0624 Eh/bohr

Results of the natural (NBO) charge analysis, in e, for atoms 1 through 4:
1 C -0.61
2 C -0.62
3 C -0.70
4 C -0.75

---

Record 3
Molecular formula: C28H36As2ReSi
Method: DFT, wB97M-V/def2-TZVPD

```
68
C28H36As2ReSi (wB97M-V/def2-TZVPD)
C 2.104 -1.397 1.128
C 2.648 -0.099 0.888
C 2.390 0.712 2.052
H 3.199 0.180 0.011
C 1.688 -0.116 3.018
C 1.498 -1.414 2.420
H 1.132 -2.333 2.886
H 2.233 -2.238 0.445
H 2.745 1.726 2.186
H 1.485 0.114 4.067
Re 0.508 0.123 1.262
C -0.237 1.850 -0.054
H 0.192 1.804 1.020
H -1.293 1.542 -0.221
H -0.161 2.952 -0.082
Si 1.037 1.110 -1.972
C 0.188 0.411 -3.481
C 0.663 -0.708 -4.207
H 1.565 -1.204 -3.878
C -0.013 -1.201 -5.333
H 0.335 -2.106 -5.823
C -1.137 -0.524 -5.837
H -1.647 -0.883 -6.742
C -1.569 0.612 -5.163
H -2.413 1.212 -5.556
C -0.989 1.029 -3.955
H -1.444 1.821 -3.365
C 2.438 2.358 -1.832
C 3.380 2.293 -2.875
H 3.086 1.827 -3.822
C 4.695 2.758 -2.684
H 5.415 2.647 -3.504
C 5.066 3.393 -1.493
H 6.072 3.803 -1.385
C 4.097 3.540 -0.480
H 4.348 4.085 0.434
C 2.809 3.030 -0.643
H 2.083 3.150 0.151
H 0.095 -0.319 -0.450
H 2.003 0.076 -2.252
C -0.937 1.203 4.328
As -1.507 0.524 2.595
C -2.944 1.745 2.057
C -2.304 -1.256 2.895
C -2.807 -1.584 4.141
C -3.325 -2.884 4.324
C -3.274 -3.811 3.286
C -2.642 -3.500 2.053
C -2.157 -2.212 1.872
As -1.156 -1.695 0.248
C -0.468 -3.314 -0.515
C -2.511 -1.242 -1.059
H 0.052 1.672 4.227
H -0.897 0.344 5.008
H -1.684 1.945 4.626
H -3.279 2.215 2.987
H -3.739 1.130 1.613
H -2.572 2.481 1.343
H -2.790 -0.855 4.960
H -3.764 -3.132 5.289
H -3.716 -4.798 3.407
H -2.547 -4.252 1.272
H -1.273 -4.055 -0.453
H -0.222 -3.093 -1.558
H 0.412 -3.645 0.039
H -3.287 -2.005 -0.939
H -2.909 -0.244 -0.869
H -2.049 -1.296 -2.051
```

* frontier orbital gap (alpha / beta): 0.2133 / 0.2037 Ha
* net charge: +2
* <S²>: 3.7649
* HOMO (alpha / beta): -11.54 / -13.84 eV
* molecular weight: 736.73 g mol⁻¹
* energy above the lowest of the compared OMol25 structures with the same formula, charge and spin: 113.2 kcal/mol
* 2S+1: 4
* max |F|: 0.0665 Eh/bohr

Results of the Löwdin charge analysis, in e, for atoms 1 through 4:
1 C -0.18
2 C -0.17
3 C -0.18
4 H 0.12

---

Record 4
Molecular formula: C6H8AgO6
Method: DFT, wB97M-V/def2-TZVPD

```
21
C6H8AgO6 (wB97M-V/def2-TZVPD)
O 0.914 -2.044 -1.323
O -1.256 -1.913 -1.450
C -0.179 -1.272 -1.368
C 1.988 -1.747 -2.220
C 3.280 -2.286 -1.649
H 1.768 -2.217 -3.190
H 2.040 -0.660 -2.375
H 3.222 -3.374 -1.504
H 4.103 -2.078 -2.347
H 3.517 -1.814 -0.686
C -1.694 1.817 0.935
C -2.736 1.940 2.066
O -1.976 1.959 3.277
C -0.678 2.128 3.007
O -0.451 2.165 1.709
O 0.174 2.144 3.862
O -1.518 0.546 0.386
H -1.770 2.689 0.261
H -3.402 1.068 2.087
H -3.327 2.863 2.003
Ag -2.018 0.086 -1.482
```

* frontier orbital gap (alpha / beta): 0.1585 / 0.2389 Ha
* net charge: -1
* <S²>: 2.0073
* HOMO (alpha / beta): -1.27 / -4.72 eV
* molecular weight: 283.99 g mol⁻¹
* energy above the lowest of the compared OMol25 structures with the same formula, charge and spin: 0.0 kcal/mol
* 2S+1: 3
* max |F|: 0.1033 Eh/bohr

Results of the natural (NBO) charge analysis, in e, for atoms 1 through 4:
1 O -0.54
2 O -0.61
3 C 0.63
4 C -0.07

---

What is the formula in the second record?
C6H15Cl2NP2